Computed, not measured: a structure of composition C17H16N2O5Sm at a distorted geometry, with ωB97M-V/def2-TZVPD.

Geometry as XYZ:
```
41
Properties=species:S:1:pos:R:3:mulliken_charge:R:1
Sm -0.247 0.928 0.371 1.551
O 3.300 -0.442 0.353 0.009
C 2.268 0.076 0.444 0.114
C -2.753 0.661 -0.137 0.150
O -3.769 0.252 -0.516 0.021
C -0.393 -1.589 0.803 0.107
O -0.414 -2.740 0.928 0.018
C 0.266 2.896 -1.190 0.115
O 0.621 3.533 -2.098 0.030
C 1.041 -1.503 -3.678 -0.568
H 1.733 -0.708 -3.968 0.303
H 1.471 -2.337 -3.117 0.305
C -0.272 -1.413 -3.911 -0.588
H -0.973 -2.158 -3.538 0.312
H -0.705 -0.555 -4.422 0.307
C -0.957 2.294 6.840 -0.918
N -0.556 1.520 5.691 -0.111
N -0.808 2.020 4.445 0.465
C -0.313 1.121 3.574 1.128
O -0.179 1.453 2.335 -0.461
C 0.051 -0.067 4.235 -0.853
C -0.151 0.223 5.576 0.459
C 0.037 -0.748 6.673 -1.594
C -1.009 3.420 4.097 0.185
C -0.239 4.432 4.692 -0.015
C -0.408 5.768 4.262 -0.826
C -1.548 6.003 3.450 -0.466
C -2.129 4.977 2.672 -0.896
C -1.754 3.669 2.931 0.316
H -0.281 3.109 7.073 0.346
H -1.008 1.715 7.751 0.371
H -1.940 2.718 6.669 0.397
H 0.443 -0.920 3.685 0.325
H 0.814 -0.484 7.390 0.384
H -0.841 -0.975 7.281 0.398
H 0.346 -1.730 6.291 0.379
H 0.542 4.109 5.390 0.469
H 0.335 6.546 4.560 0.426
H -1.996 6.998 3.412 0.454
H -2.859 5.197 1.887 0.407
H -1.951 2.898 2.171 0.048
```

Computed properties:
- Charge: +3
- Molecular weight: 478.68 g mol⁻¹
- Frontier orbital gap (spin up / spin down): 4.10 / 4.73 eV
- E_HOMO (spin up / spin down): -0.635 / -0.635 hartree
- Spin multiplicity: 6
- F_max: 7.33 eV Å⁻¹
- E_LUMO (spin up / spin down): -13.18 / -12.54 eV

=====

Computed, not measured: the molecule C17H16O5 at a distorted geometry, with ωB97M-V/def2-TZVPD.

Geometry as XYZ:
```
38
Properties=species:S:1:pos:R:3:mulliken_charge:R:1
C 3.491 -1.257 -0.476 -0.618
O 3.416 0.051 0.101 -0.498
C 2.580 0.956 -0.533 0.870
C 1.263 0.667 -0.800 -0.458
O 0.703 -0.461 -0.256 -0.340
C -0.639 -0.593 -0.005 0.557
C -1.064 -1.644 1.012 0.144
C -0.267 -1.845 2.136 -0.282
C -0.618 -2.764 3.121 -0.578
C -1.742 -3.577 2.927 -0.362
C -2.519 -3.418 1.769 -0.692
C -2.200 -2.456 0.831 -0.279
C -1.583 0.290 -0.552 0.201
O -2.906 0.215 -0.180 -0.504
C -3.312 1.258 0.711 -0.768
C -1.070 1.358 -1.440 -0.117
O -1.886 2.128 -1.959 -0.653
C 0.421 1.567 -1.725 1.610
O 0.747 1.149 -3.082 -0.657
C 0.832 3.073 -1.642 -0.983
C 2.340 3.204 -1.526 -0.635
C 3.135 2.188 -1.029 -0.565
H 4.548 -1.574 -0.527 0.293
H 3.074 -1.279 -1.523 0.279
H 3.003 -1.989 0.184 0.202
H 0.682 -1.335 2.287 0.375
H 0.006 -2.797 4.030 0.362
H -2.027 -4.390 3.622 0.339
H -3.351 -4.053 1.563 0.411
H -2.745 -2.417 -0.089 0.452
H -3.115 2.246 0.272 0.267
H -2.807 1.135 1.686 0.270
H -4.376 1.223 0.922 0.289
H 0.105 1.552 -3.691 0.477
H 0.517 3.576 -2.547 0.376
H 0.322 3.567 -0.838 0.409
H 2.834 4.102 -1.858 0.382
H 4.210 2.342 -0.895 0.422
```

Computed properties:
- Energy above the lowest of the compared OMol25 structures with the same formula, charge and spin: 82.67 kcal per mole
- Molecular weight: 300.31 g mol⁻¹
- Frontier orbital gap: 7.66 eV
- E_HOMO: -0.294 hartree
- F_max: 2.95 eV Å⁻¹
- SMILES: COC1=C2OC(c3ccccc3)=C(OC)C(=O)[C@@]2(O)CC=C1
- E_LUMO: -0.34 eV

=====

Computed, not measured: a structure of composition C17H17AlBrN2O3, with ωB97M-V/def2-TZVPD.

Geometry as XYZ:
```
41
Properties=species:S:1:pos:R:3:mulliken_charge:R:1
Al 0.017 0.421 0.217 0.331
O -1.629 3.318 1.704 -0.632
C -1.659 4.287 0.742 0.496
C -2.388 5.435 1.010 -0.566
C -2.441 6.458 0.078 -0.392
C -1.751 6.356 -1.124 -0.708
C -1.030 5.204 -1.388 -0.648
C -0.995 4.151 -0.477 0.298
C -0.322 2.876 -0.905 0.205
O 0.264 2.117 0.106 -0.387
N -1.345 1.979 -1.540 -0.537
N -0.973 0.678 -1.520 0.227
C -1.347 -0.188 -2.384 0.036
C -0.942 -1.578 -2.285 0.235
Br 0.060 -1.936 -0.697 -0.044
C -1.181 -2.577 -3.131 -0.806
C -1.868 -2.448 -4.426 0.481
C -2.778 -3.439 -4.802 -0.452
C -3.449 -3.350 -6.010 -0.541
C -3.201 -2.285 -6.866 -0.446
C -2.278 -1.309 -6.514 -0.597
C -1.614 -1.389 -5.300 -0.463
H -0.808 2.822 1.586 0.351
H -2.895 5.514 1.963 0.429
H -3.008 7.353 0.301 0.387
H -1.768 7.166 -1.840 0.403
H -0.476 5.112 -2.318 0.341
H 0.434 3.126 -1.656 0.345
H -1.764 2.314 -2.397 0.325
H -1.995 0.091 -3.209 0.696
H -0.859 -3.576 -2.847 0.423
H -2.958 -4.279 -4.139 0.415
H -4.157 -4.120 -6.289 0.391
H -3.719 -2.221 -7.815 0.398
H -2.062 -0.495 -7.194 0.388
H -0.857 -0.652 -5.049 0.620
C 0.607 -0.015 3.070 -0.669
O 0.302 -0.238 1.703 -0.172
H 1.081 -0.906 3.475 0.276
H -0.309 0.183 3.625 0.279
H 1.282 0.833 3.183 0.282
```

Computed properties:
- Charge: +1
- Molecular weight: 404.22 g mol⁻¹
- Frontier orbital gap: 6.92 eV
- E_HOMO: -0.410 hartree
- F_max: 0.51 eV Å⁻¹
- E_LUMO: -4.24 eV

=====

Computed, not measured: a structure of composition C17H17BeN7O2 at a distorted geometry, with ωB97M-V/def2-TZVPD.

Geometry as XYZ:
```
44
Properties=species:S:1:pos:R:3:mulliken_charge:R:1
Be -0.540 0.063 0.085 -0.739
O 0.130 -1.395 0.722 -0.300
C -0.123 -2.125 1.732 0.256
C 0.619 -3.305 2.073 -0.484
C 0.160 -4.193 3.009 -0.305
C -1.028 -3.956 3.745 -0.647
C -1.688 -2.762 3.557 -0.632
C -1.293 -1.824 2.578 0.396
C -1.944 -0.590 2.396 -0.064
N -1.581 0.307 1.508 0.232
C -2.266 1.585 1.613 -0.792
C -1.567 2.518 0.632 -0.757
N -0.925 1.714 -0.364 0.652
C -0.779 2.253 -1.544 -0.117
C -0.528 1.453 -2.683 0.746
C -0.278 2.066 -3.933 -0.754
C -0.120 1.316 -5.079 -0.624
C -0.306 -0.092 -5.007 -0.363
C -0.487 -0.716 -3.808 -0.557
C -0.593 0.030 -2.604 0.442
O -0.659 -0.607 -1.471 -0.551
H 1.460 -3.551 1.437 0.442
H 0.692 -5.151 3.198 0.323
H -1.405 -4.757 4.404 0.349
H -2.556 -2.481 4.167 0.311
H -2.747 -0.363 3.118 0.327
H -2.148 1.937 2.637 0.401
H -3.345 1.468 1.368 0.344
H -0.853 3.152 1.152 0.319
H -2.324 3.195 0.180 0.376
H -0.708 3.368 -1.680 0.294
H -0.155 3.171 -4.029 0.244
H 0.099 1.816 -6.018 0.380
H -0.275 -0.666 -5.938 0.352
H -0.559 -1.806 -3.715 0.407
N 4.764 1.924 -0.189 -0.591
N 3.622 1.284 0.100 1.232
N 3.530 0.456 1.128 -0.917
C 2.270 0.081 1.095 -0.279
N 1.578 0.623 0.053 0.434
N 2.469 1.415 -0.609 -0.904
H 5.610 1.560 0.262 0.298
H 4.844 2.151 -1.194 0.274
H 1.931 -0.568 1.916 0.547
```

Computed properties:
- Molecular weight: 360.38 g mol⁻¹
- Frontier orbital gap: 7.59 eV
- E_HOMO: -0.274 hartree
- F_max: 3.43 eV Å⁻¹
- E_LUMO: 0.14 eV

=====

Computed, not measured: a structure of composition C17H17Br2S at a distorted geometry, with ωB97M-V/def2-TZVPD.

Geometry as XYZ:
```
37
Properties=species:S:1:pos:R:3:mulliken_charge:R:1
C -1.982 -2.419 2.374 -0.980
S -0.592 -1.400 1.830 0.324
C 0.721 -2.476 2.417 -0.992
H -2.843 -1.760 2.531 0.334
H -2.243 -3.200 1.649 0.289
H -1.688 -2.881 3.324 0.399
H 1.595 -1.843 2.594 0.337
H 0.387 -2.925 3.359 0.391
H 0.967 -3.263 1.697 0.305
Br -6.678 0.920 -0.450 -0.118
C -4.849 0.451 -0.480 0.033
C -4.472 -0.899 -0.518 -0.659
C -3.122 -1.237 -0.530 -0.205
C -2.118 -0.249 -0.495 0.501
C -0.708 -0.643 -0.472 -0.185
C 0.331 0.299 -0.700 -0.390
C 1.656 -0.043 -0.756 -0.290
C 2.729 0.899 -0.916 0.897
C 4.054 0.434 -1.112 -0.455
C 5.119 1.314 -1.256 -0.574
C 4.891 2.701 -1.221 0.062
Br 6.331 3.905 -1.364 -0.117
C 3.583 3.194 -1.068 -0.629
C 2.515 2.307 -0.919 -0.417
C -2.517 1.105 -0.467 -0.463
C -3.871 1.455 -0.471 -0.673
H -5.227 -1.674 -0.571 0.449
H -2.824 -2.290 -0.541 0.495
H -0.477 -1.704 -0.649 0.617
H 0.056 1.351 -0.846 0.072
H 1.940 -1.097 -0.659 0.355
H 4.225 -0.642 -1.168 0.356
H 6.131 0.946 -1.381 0.423
H 3.402 4.266 -1.049 0.423
H 1.500 2.698 -0.811 0.313
H -1.762 1.898 -0.405 0.336
H -4.159 2.501 -0.499 0.436
```

Computed properties:
- Charge: +1
- Energy above the lowest of the compared OMol25 structures with the same formula, charge and spin: 1.15 kcal per mole
- Molecular weight: 413.20 g mol⁻¹
- Frontier orbital gap: 6.43 eV
- E_HOMO: -0.425 hartree
- F_max: 1.33 eV Å⁻¹
- E_LUMO: -5.15 eV

=====

Computed, not measured: a structure of composition C17H17BrN4O4W at a distorted geometry, with ωB97M-V/def2-TZVPD.

Geometry as XYZ:
```
44
Properties=species:S:1:pos:R:3:mulliken_charge:R:1
W 0.715 -1.435 -0.795 2.132
O -1.029 2.684 -1.181 -0.590
C -2.111 2.298 -1.906 0.654
C -2.922 3.297 -2.419 -0.555
C -4.015 2.965 -3.200 -0.359
C -4.312 1.636 -3.500 -0.821
C -3.513 0.640 -2.987 -0.744
C -2.423 0.953 -2.162 0.554
C -1.723 -0.151 -1.501 -0.198
O -0.180 -0.162 -1.746 -0.712
N -1.778 -0.070 -0.050 -0.113
N -0.728 -0.819 0.549 -0.345
C 0.160 -0.025 1.191 -0.402
C 1.409 -0.588 1.073 0.352
Br 3.163 -1.647 -1.029 -0.266
C 2.553 -0.349 1.813 0.104
C 2.585 0.108 3.147 0.809
C 3.829 0.564 3.647 -0.457
C 3.910 1.116 4.904 -0.711
C 2.765 1.189 5.695 -0.292
C 1.537 0.702 5.242 -0.796
C 1.444 0.157 3.984 -0.297
H -0.361 1.993 -1.181 0.325
H -2.670 4.328 -2.212 0.470
H -4.638 3.755 -3.597 0.411
H -5.161 1.391 -4.122 0.438
H -3.742 -0.400 -3.195 0.375
H -2.040 -1.116 -1.906 0.401
H -2.687 -0.382 0.284 0.319
H -0.140 0.971 1.519 0.493
H 3.516 -0.529 1.348 0.156
H 4.710 0.500 3.020 0.378
H 4.855 1.482 5.280 0.419
H 2.834 1.607 6.691 0.413
H 0.674 0.726 5.892 0.422
H 0.513 -0.296 3.667 0.550
N 0.970 -2.332 -2.959 -0.639
N 0.764 -3.712 -2.843 -0.096
C 0.222 -4.214 -1.699 0.504
O -0.094 -5.308 -1.439 -0.380
O 0.068 -3.134 -0.752 -0.884
H 0.297 -1.917 -3.607 0.345
H 1.911 -2.159 -3.311 0.388
H 0.865 -4.318 -3.647 0.245
```

Computed properties:
- Charge: +2
- Molecular weight: 605.09 g mol⁻¹
- Frontier orbital gap: 5.09 eV
- E_HOMO: -0.520 hartree
- F_max: 1.14 eV Å⁻¹
- E_LUMO: -9.06 eV